# 1
{"formula": "C4H6N2", "method": "ωB97M-V/def2-TZVPD", "species": ["C", "C", "N", "C", "C", "N", "H", "H", "H", "H", "H", "H"], "xyz": [[-0.572, 1.382, 0.650], [-0.095, 0.079, 0.022], [-1.053, -0.622, -0.636], [1.207, -0.326, 0.108], [1.636, -1.523, -0.506], [1.907, -2.521, -1.043], [-1.624, 1.580, 0.429], [-0.443, 1.357, 1.745], [0.007, 2.210, 0.229], [-2.025, -0.325, -0.658], [-0.855, -1.551, -1.003], [1.911, 0.261, 0.663]], "nbo_charge": [-0.65, 0.30, -0.79, -0.51, 0.27, -0.37, 0.21, 0.24, 0.24, 0.40, 0.41, 0.24], "spin_multiplicity": 1, "homo_lumo_gap_ev": 9.259, "e_tot_ha": -265.5168, "e_above_lowest_ev": 0.511, "smiles": "C/C(N)=C/C#N"}

***

# 2
{"formula": "C4H6N2", "method": "ωB97M-V/def2-TZVPD", "species": ["N", "C", "C", "N", "C", "C", "H", "H", "H", "H", "H", "H"], "xyz": [[-1.880, 0.318, -0.563], [-0.621, 0.242, 0.152], [0.411, 1.300, -0.198], [1.535, 0.594, -0.151], [1.391, -0.817, 0.030], [0.094, -1.087, 0.149], [-2.098, 1.297, -0.722], [-2.627, -0.069, 0.005], [-0.715, 0.513, 1.232], [2.444, 1.024, -0.259], [2.262, -1.461, 0.054], [-0.363, -2.060, 0.281]], "nbo_charge": [-0.81, -0.22, 0.09, -0.57, -0.07, -0.22, 0.37, 0.35, 0.22, 0.40, 0.22, 0.23], "spin_multiplicity": 1, "homo_lumo_gap_ev": 9.513, "e_tot_ha": -265.4353, "e_above_lowest_ev": 2.728}

***

# 3
{"formula": "C4H6N2", "method": "ωB97M-V/def2-TZVPD", "species": ["N", "C", "C", "C", "N", "C", "H", "H", "H", "H", "H", "H"], "xyz": [[1.383, 0.825, -0.608], [0.871, 0.302, 0.626], [0.760, -0.478, -0.639], [-0.761, -0.662, -0.423], [-1.650, 0.429, -0.117], [-0.668, 0.088, 0.862], [0.997, 1.660, -1.060], [1.573, 0.148, 1.438], [0.973, -1.590, -0.771], [-0.773, -1.785, -0.531], [-1.692, 1.328, -0.604], [-1.011, -0.266, 1.827]], "nbo_charge": [-0.57, -0.11, -0.09, -0.11, -0.58, -0.09, 0.37, 0.20, 0.21, 0.20, 0.37, 0.20], "spin_multiplicity": 1, "homo_lumo_gap_ev": 10.013, "e_tot_ha": -265.3246, "e_above_lowest_ev": 5.741, "smiles": "N1[C@H]2[C@@H]1[C@H]1N[C@@H]21"}

***

# 4
{"formula": "C4H6N2", "method": "ωB97M-V/def2-TZVPD", "species": ["N", "C", "C", "C", "C", "N", "H", "H", "H", "H", "H", "H"], "xyz": [[1.838, -0.012, 0.400], [0.605, 0.089, -0.066], [-0.259, 1.250, -0.174], [-1.528, 0.745, -0.034], [-1.421, -0.694, -0.076], [-0.169, -1.049, -0.177], [1.939, -1.365, 0.248], [2.448, 0.731, 0.045], [0.051, 2.286, -0.094], [-2.461, 1.299, -0.051], [-2.222, -1.401, -0.271], [1.185, -2.004, 0.169]], "nbo_charge": [-0.63, 0.34, -0.29, -0.25, 0.03, -0.44, 0.16, 0.37, 0.23, 0.22, 0.20, 0.07], "spin_multiplicity": 1, "homo_lumo_gap_ev": [6.880, 7.102], "e_tot_ha": -265.3494, "e_above_lowest_ev": 5.065}

***

# 5
{"formula": "C4H6N2", "method": "ωB97M-V/def2-TZVPD", "species": ["H", "N", "C", "C", "C", "C", "N", "H", "H", "H", "H", "H"], "xyz": [[-0.223, 2.332, -0.085], [0.301, 1.694, 0.397], [0.074, 0.476, 0.437], [1.054, -0.381, 1.176], [-1.034, -0.317, -0.429], [-0.701, -0.243, -1.830], [-0.444, -0.314, -2.958], [0.517, -1.098, 1.707], [1.879, 0.034, 1.675], [1.567, -0.917, 0.314], [-2.062, 0.016, -0.415], [-0.928, -1.281, 0.011]], "nbo_charge": [0.35, -0.62, 0.35, -0.66, -0.59, 0.28, -0.31, 0.21, 0.25, 0.22, 0.26, 0.25], "spin_multiplicity": 1, "homo_lumo_gap_ev": 10.562, "e_tot_ha": -265.4749, "e_above_lowest_ev": 1.650, "smiles": "[H]/N=C(/C)CC#N"}

***

# 6
{"formula": "C4H6N2", "method": "ωB97M-V/def2-TZVPD", "species": ["N", "C", "C", "C", "C", "N", "H", "H", "H", "H", "H", "H"], "xyz": [[2.430, 0.663, -1.006], [1.764, 0.049, -0.283], [0.659, -0.326, 0.620], [-0.319, 0.863, 0.385], [-1.170, -0.140, -0.423], [-0.376, -1.244, 0.144], [1.024, -0.558, 1.627], [-0.792, 1.243, 1.289], [0.180, 1.651, -0.189], [-1.069, -0.018, -1.509], [-2.234, -0.195, -0.170], [-0.099, -1.988, -0.487]], "nbo_charge": [-0.33, 0.25, -0.15, -0.39, -0.22, -0.59, 0.23, 0.22, 0.23, 0.18, 0.19, 0.37], "spin_multiplicity": 1, "homo_lumo_gap_ev": 10.719, "e_tot_ha": -265.4691, "e_above_lowest_ev": 1.810, "smiles": "N#C[C@H]1CCN1"}

***

# 7
{"formula": "C4H6N2", "method": "ωB97M-V/def2-TZVPD", "species": ["N", "C", "C", "C", "C", "N", "H", "H", "H", "H", "H", "H"], "xyz": [[-2.697, -1.014, -1.092], [-1.970, -0.230, -0.650], [-1.020, 0.769, -0.158], [-0.199, 0.451, 1.104], [1.258, -0.646, -0.064], [1.119, 0.566, 0.785], [-0.447, 1.168, -1.009], [-1.597, 1.600, 0.266], [0.389, -1.283, 0.167], [1.285, -0.410, -1.127], [2.119, -1.222, 0.265], [1.709, 0.501, 1.610]], "nbo_charge": [-0.32, 0.29, -0.67, 0.23, -0.44, -0.64, 0.24, 0.29, 0.20, 0.21, 0.23, 0.38], "spin_multiplicity": 1, "homo_lumo_gap_ev": 8.971, "e_tot_ha": -265.3850, "e_above_lowest_ev": 4.097}

***

# 8
{"formula": "C4H6N2", "method": "ωB97M-V/def2-TZVPD", "species": ["C", "C", "C", "N", "N", "C", "H", "H", "H", "H", "H", "H"], "xyz": [[-1.828, -0.073, 0.442], [-0.513, 0.110, 0.314], [0.306, 1.326, 0.113], [1.562, 1.083, -0.071], [1.745, -0.264, -0.027], [0.469, -0.909, -0.195], [-2.523, 0.751, 0.334], [-2.249, -1.077, 0.483], [-0.050, 2.345, 0.142], [2.607, -0.605, -0.427], [0.005, -0.722, -1.185], [0.468, -1.964, 0.079]], "nbo_charge": [-0.43, -0.05, -0.06, -0.18, -0.43, -0.29, 0.20, 0.20, 0.21, 0.39, 0.21, 0.23], "spin_multiplicity": 1, "homo_lumo_gap_ev": 8.870, "e_tot_ha": -265.4432, "e_above_lowest_ev": 2.515, "smiles": "C=C1C=NNC1"}

***

# 9
{"formula": "C4H6N2", "method": "ωB97M-V/def2-TZVPD", "species": ["C", "C", "C", "C", "N", "N", "H", "H", "H", "H", "H", "H"], "xyz": [[0.147, 0.637, -0.717], [-0.664, -0.065, 0.121], [3.188, -0.695, 0.357], [-2.171, 0.046, 0.096], [1.472, 0.614, -0.637], [2.247, -0.115, -0.027], [-0.176, 1.228, -1.537], [4.109, -1.041, 1.001], [-0.398, -0.720, 0.956], [-2.656, -0.835, -0.389], [-2.683, 0.928, -0.400], [-2.415, 0.017, 1.176]], "nbo_charge": [-0.03, -0.27, -0.03, -0.64, -0.35, 0.01, 0.21, 0.28, 0.20, 0.21, 0.21, 0.21], "spin_multiplicity": 1, "homo_lumo_gap_ev": [8.363, 8.363], "e_tot_ha": -265.3615, "e_above_lowest_ev": 4.738}

***

# 10
{"formula": "C4H6N2", "method": "ωB97M-V/def2-TZVPD", "species": ["C", "N", "N", "C", "C", "C", "H", "H", "H", "H", "H", "H"], "xyz": [[-0.998, -0.852, -0.194], [-1.382, 0.367, -0.397], [-0.438, 1.307, 0.152], [0.764, 1.007, 0.180], [1.328, -0.269, -0.228], [0.358, -1.177, 0.393], [-1.798, -1.613, -0.234], [1.457, 1.742, 0.737], [1.273, -0.340, -1.296], [2.415, -0.373, 0.014], [0.474, -2.190, 0.083], [0.208, -1.192, 1.496]], "nbo_charge": [0.08, -0.26, -0.27, 0.10, -0.50, -0.48, 0.20, 0.19, 0.23, 0.23, 0.23, 0.24], "spin_multiplicity": 1, "homo_lumo_gap_ev": 10.597, "e_tot_ha": -265.4445, "e_above_lowest_ev": 2.479, "smiles": "C1=NN=CCC1"}

***

# 11
{"formula": "C4H6N2", "method": "ωB97M-V/def2-TZVPD", "species": ["H", "N", "C", "C", "C", "C", "N", "H", "H", "H", "H", "H"], "xyz": [[1.069, 1.958, 2.151], [0.658, 1.360, 1.434], [0.417, 0.206, 1.915], [-0.163, -0.876, 1.084], [-0.162, -0.786, -0.226], [0.008, -0.539, -1.501], [-0.884, 0.107, -2.367], [0.616, -0.063, 2.962], [-0.579, -1.741, 1.603], [0.904, -0.935, -1.976], [-0.422, 0.508, -3.171], [-1.461, 0.800, -1.907]], "nbo_charge": [0.33, -0.61, 0.10, -0.35, 0.05, -0.07, -0.80, 0.15, 0.22, 0.21, 0.38, 0.38], "spin_multiplicity": 1, "homo_lumo_gap_ev": 9.059, "e_tot_ha": -265.4476, "e_above_lowest_ev": 2.395, "smiles": "[H]/N=C/C=C=CN"}

***

# 12
{"formula": "C4H6N2", "method": "ωB97M-V/def2-TZVPD", "species": ["C", "C", "C", "C", "N", "N", "H", "H", "H", "H", "H", "H"], "xyz": [[1.063, -0.989, 1.189], [0.111, -0.216, 0.349], [0.242, 1.080, -0.249], [-0.836, 1.195, -1.070], [-1.606, 0.043, -0.912], [-0.986, -0.803, -0.030], [0.661, -2.000, 1.298], [2.042, -1.055, 0.702], [1.179, -0.531, 2.171], [1.027, 1.800, -0.064], [-1.146, 2.040, -1.678], [-1.752, -0.564, -1.705]], "nbo_charge": [-0.64, 0.16, -0.33, -0.04, -0.40, -0.27, 0.24, 0.22, 0.22, 0.23, 0.22, 0.40], "spin_multiplicity": 1, "homo_lumo_gap_ev": 10.667, "e_tot_ha": -265.4985, "e_above_lowest_ev": 1.010, "smiles": "Cc1cc[nH]n1"}

***

# 13
{"formula": "C4H6N2", "method": "ωB97M-V/def2-TZVPD", "species": ["N", "C", "C", "N", "C", "C", "H", "H", "H", "H", "H", "H"], "xyz": [[2.869, 1.399, -0.035], [2.069, 0.566, -0.078], [1.047, -0.490, -0.170], [-0.094, -0.178, 0.669], [-1.386, -0.633, 0.188], [-1.036, 0.810, 0.177], [0.796, -0.620, -1.237], [1.488, -1.428, 0.182], [-2.051, -1.046, 0.942], [-1.423, -1.135, -0.780], [-0.858, 1.271, -0.795], [-1.420, 1.484, 0.937]], "nbo_charge": [-0.31, 0.28, -0.32, -0.39, -0.26, -0.26, 0.21, 0.24, 0.21, 0.19, 0.20, 0.21], "spin_multiplicity": 1, "homo_lumo_gap_ev": 10.869, "e_tot_ha": -265.4644, "e_above_lowest_ev": 1.936, "smiles": "N#CCN1CC1"}

***

# 14
{"formula": "C4H6N2", "method": "ωB97M-V/def2-TZVPD", "species": ["N", "C", "C", "C", "C", "N", "H", "H", "H", "H", "H", "H"], "xyz": [[-2.528, -0.536, 2.147], [-1.575, -0.469, 1.496], [-0.372, -0.373, 0.661], [-0.560, -0.172, -0.871], [0.200, 1.171, -0.723], [0.246, 0.943, 0.588], [0.330, -1.166, 0.938], [-0.072, -0.916, -1.505], [-1.598, -0.045, -1.189], [2.393, 0.317, -1.434], [2.871, -0.256, -1.432], [0.666, 1.501, 1.325]], "nbo_charge": [-0.29, 0.25, -0.17, -0.50, 0.14, -0.55, 0.24, 0.24, 0.24, 0.00, -0.01, 0.41], "spin_multiplicity": 1, "homo_lumo_gap_ev": 9.801, "e_tot_ha": -265.3757, "e_above_lowest_ev": 4.349}

***

# 15
{"formula": "C4H6N2", "method": "ωB97M-V/def2-TZVPD", "species": ["H", "N", "C", "C", "C", "C", "N", "H", "H", "H", "H", "H"], "xyz": [[-0.398, 2.683, 1.666], [-0.329, 1.828, 1.114], [0.876, 1.636, 0.753], [1.276, 0.461, -0.058], [0.385, -0.369, -0.558], [-0.655, -1.027, -1.006], [-1.412, -1.987, -0.330], [1.700, 2.310, 1.028], [2.344, 0.310, -0.217], [-1.031, -0.777, -1.997], [-1.761, -2.732, -0.916], [-0.995, -2.337, 0.521]], "nbo_charge": [0.33, -0.60, 0.10, -0.35, 0.05, -0.07, -0.80, 0.15, 0.22, 0.21, 0.38, 0.38], "spin_multiplicity": 1, "homo_lumo_gap_ev": 9.043, "e_tot_ha": -265.4470, "e_above_lowest_ev": 2.411, "smiles": "[H]/N=C/C=C=CN"}

***

# 16
{"formula": "C4H6N2", "method": "ωB97M-V/def2-TZVPD", "species": ["N", "C", "C", "N", "C", "C", "H", "H", "H", "H", "H", "H"], "xyz": [[-1.947, 0.798, -1.989], [-1.019, 0.831, -1.174], [-0.196, 1.009, -0.173], [0.003, 0.056, 0.853], [1.363, -0.440, 0.962], [0.284, -1.304, 0.424], [-2.688, 1.261, -1.453], [0.268, 1.983, -0.064], [1.719, -0.564, 1.980], [2.081, -0.041, 0.248], [0.288, -1.499, -0.649], [-0.153, -2.088, 1.035]], "nbo_charge": [-0.60, 0.34, -0.24, -0.39, -0.25, -0.25, 0.36, 0.23, 0.20, 0.20, 0.20, 0.21], "spin_multiplicity": 1, "homo_lumo_gap_ev": 9.318, "e_tot_ha": -265.4156, "e_above_lowest_ev": 3.265, "smiles": "N=C=CN1CC1"}

***

# 17
{"formula": "C4H6N2", "method": "ωB97M-V/def2-TZVPD", "species": ["C", "C", "N", "C", "N", "C", "H", "H", "H", "H", "H", "H"], "xyz": [[1.449, 0.053, -1.184], [0.258, 0.084, -0.273], [-0.922, 0.470, -0.617], [-1.727, 0.268, 0.563], [-0.877, -0.043, 1.698], [0.248, -0.315, 1.145], [2.389, 0.023, -0.621], [1.442, 0.937, -1.827], [1.406, -0.834, -1.825], [-2.123, -0.758, 0.606], [-2.570, 0.960, 0.653], [1.027, -0.845, 1.681]], "nbo_charge": [-0.66, 0.19, -0.39, -0.15, -0.34, -0.02, 0.22, 0.24, 0.24, 0.25, 0.22, 0.20], "spin_multiplicity": 1, "homo_lumo_gap_ev": 10.878, "e_tot_ha": -265.4929, "e_above_lowest_ev": 1.160, "smiles": "CC1=NCN=C1"}

***

# 18
{"formula": "C4H6N2", "method": "ωB97M-V/def2-TZVPD", "species": ["C", "C", "C", "C", "N", "N", "H", "H", "H", "H", "H", "H"], "xyz": [[-1.689, -0.173, 0.029], [-0.196, -0.101, -0.006], [0.737, -1.118, 0.033], [2.039, -0.601, -0.149], [1.841, 0.766, -0.282], [0.470, 1.071, -0.092], [-2.108, 0.518, 0.767], [-2.119, 0.068, -0.950], [-1.999, -1.188, 0.289], [0.525, -2.156, 0.241], [2.452, 0.958, 0.520], [0.083, 1.949, -0.417]], "nbo_charge": [-0.66, 0.25, -0.45, -0.02, -0.46, -0.41, 0.23, 0.23, 0.24, 0.22, 0.42, 0.40], "spin_multiplicity": 1, "homo_lumo_gap_ev": 8.875, "e_tot_ha": -265.4173, "e_above_lowest_ev": 3.219}

***

# 19
{"formula": "C4H6N2", "method": "ωB97M-V/def2-TZVPD", "species": ["H", "N", "C", "C", "C", "C", "N", "H", "H", "H", "H", "H"], "xyz": [[0.458, -1.071, -2.246], [0.937, -0.784, -1.327], [0.461, -0.182, -0.337], [1.410, 0.344, 0.681], [-1.037, 0.372, 0.074], [-2.040, -0.577, -0.138], [-2.862, -1.339, -0.375], [2.379, 0.467, 0.369], [1.403, -0.433, 1.476], [1.149, 1.279, 1.194], [-1.341, 1.279, -0.484], [-0.914, 0.646, 1.114]], "nbo_charge": [0.38, -0.63, 0.36, -0.68, -0.60, 0.27, -0.31, 0.23, 0.23, 0.22, 0.27, 0.25], "spin_multiplicity": 1, "homo_lumo_gap_ev": 10.470, "e_tot_ha": -265.4729, "e_above_lowest_ev": 1.705, "smiles": "[H]/N=C(/C)CC#N"}

***

# 20
{"formula": "C4H6N2", "method": "ωB97M-V/def2-TZVPD", "species": ["C", "C", "C", "C", "N", "N", "H", "H", "H", "H", "H", "H"], "xyz": [[-0.540, -0.460, 0.106], [0.492, 0.830, 0.246], [-1.830, -0.731, 0.088], [0.828, 1.664, -0.749], [0.667, -0.912, -0.251], [1.497, -1.699, 0.279], [1.093, -2.145, 1.122], [0.468, 1.167, 1.275], [-2.531, -0.040, 0.533], [-2.180, -1.657, -0.347], [0.905, 1.306, -1.764], [1.132, 2.677, -0.538]], "nbo_charge": [0.17, -0.18, -0.49, -0.33, -0.14, -0.38, 0.27, 0.21, 0.23, 0.23, 0.21, 0.21], "spin_multiplicity": 1, "homo_lumo_gap_ev": 8.624, "e_tot_ha": -265.3213, "e_above_lowest_ev": 5.831}